Record 1
# C34H39N4O5PS5Sc

C34H39N4O5PS5Sc as an isolated structure (ωB97M-V/def2-TZVPD, the OMol25 dataset).

Results
Net charge   -1
Multiplicity   1

Structure (XYZ):
```
89
Properties=species:S:1:pos:R:3:mulliken_charge:R:1
H -4.14893 -1.34528 2.36094 0.33
N 0.37185 -0.93029 2.61122 0.44
H 1.27535 1.04839 5.14520 0.57
H 5.99698 2.65226 -0.12201 0.39
C 5.36384 1.77528 -0.19165 -0.78
H -4.43760 0.29212 -1.02293 0.23
C 3.76060 -0.48675 -0.35600 -0.51
C 3.50906 0.48558 0.63607 0.20
H 4.97063 -1.05752 -2.01663 0.48
H -4.00886 -2.99318 1.73215 0.34
C -0.02801 -5.45015 -0.26699 -0.84
C -1.02143 -1.36077 4.49615 -1.00
C 4.79331 -0.30241 -1.26423 -0.58
C 2.29224 -5.12731 -0.70648 -0.79
C -0.13320 -4.08858 -0.03621 -0.08
H -2.86765 4.08197 -1.47587 0.37
H 2.04744 2.54732 -0.58097 -0.31
C 4.33221 1.60492 0.72341 -0.25
C -4.47340 -2.39280 -0.92439 -1.74
C 0.70136 0.28550 4.63873 -0.74
H -4.09447 -3.40392 -0.76477 0.35
O -0.62583 2.05880 1.92925 -0.39
H -1.23625 4.59257 4.03154 0.43
C 1.39271 -2.84823 -5.00209 -0.02
H -0.90789 -6.07450 -0.19261 0.46
C -2.17591 2.04811 -1.55568 -0.24
H -2.50995 1.05882 -1.88056 0.31
C -1.01049 1.46834 -5.06487 -0.37
C 3.26063 -2.81021 -0.59846 0.00
H 1.66350 5.17713 0.95244 0.37
S 0.77614 1.38268 -5.34240 -0.19
C 2.18319 4.23439 0.76821 -1.12
H -1.55719 0.86980 -5.79175 0.41
S 0.93458 0.33769 -2.12950 0.19
C 1.20565 -5.97756 -0.61126 -0.40
C -0.64292 -1.57988 3.18313 -0.16
C -1.41334 3.13194 2.46169 -0.27
H 3.28338 -5.45593 -0.98441 0.55
O 4.37502 -3.24591 -0.87777 -0.76
H -3.52631 3.13790 -2.82426 0.39
H -1.26874 2.28441 -2.11451 0.55
H 1.31509 -7.03551 -0.81467 0.42
C 5.58897 0.83272 -1.18425 -0.80
H 0.25430 4.33106 3.10802 0.20
H -1.07758 -3.61777 0.20304 0.27
H 2.14991 3.62206 1.67164 -0.03
H -1.70109 3.81572 1.66112 0.25
H 4.16384 2.31945 1.51413 0.64
C -4.45540 -2.01292 1.55334 -1.84
H -4.19130 0.65751 0.68249 0.15
N 2.85577 -1.56300 -0.36637 0.55
O 2.79269 1.57614 3.26552 -0.82
P -0.35539 1.85607 0.35270 0.89
S 1.47584 -4.41797 -5.51246 -0.33
C 1.02987 -0.01067 3.32520 0.74
C -3.23937 3.09983 -1.77131 -1.70
C 1.55960 3.50863 -0.40179 0.42
C -0.61908 3.83978 3.53614 -1.08
H -5.54368 -2.11696 1.58187 0.46
C 1.06387 -0.26083 -4.81610 -0.04
Sc 0.88673 -0.91512 0.28287 -1.13
N 2.39567 0.18504 1.43747 0.82
H -4.10571 -2.04467 -1.89002 0.34
C -4.62637 -0.06488 -0.00885 -1.40
O 0.14717 3.30744 -0.17429 -0.34
C -0.33705 -0.40568 5.23400 -0.51
C 2.10321 -3.77939 -0.45921 0.30
H -1.17501 -2.27578 2.54830 0.48
C -2.53768 -1.34755 0.17821 0.60
S 1.18771 -1.49992 -6.04469 -0.23
C -1.32091 -1.26714 0.18142 -0.33
C -4.00641 -1.45417 0.19593 2.13
H -0.61478 -0.20414 6.26153 0.42
H -1.84440 -1.92083 4.91870 0.45
H -0.27173 3.12433 4.28201 0.17
H 6.39231 0.97410 -1.89708 0.38
H -1.30606 2.51379 -5.15856 0.29
H -1.22832 1.12553 -4.05447 -0.26
C 2.18693 0.69810 2.64628 -0.12
H -4.12789 2.87287 -1.17936 0.27
H -2.32614 2.69105 2.86912 0.31
H -5.56606 -2.43260 -0.95712 0.41
H 3.23066 4.45111 0.55089 0.44
S 1.32986 -2.39528 -3.33602 0.29
H 1.62945 4.09039 -1.32114 0.38
O -1.88704 1.96299 -0.15536 -0.17
H -5.70838 -0.10730 0.14588 0.51
N 0.91121 -3.26038 -0.13212 0.63
C 1.12085 -0.66993 -3.52356 -0.34
```

=====

Record 2
# C34H39N5O3PSSc

C34H39N5O3PSSc as an isolated structure in a non-equilibrium geometry (ωB97M-V/def2-TZVPD, the OMol25 dataset).

Results
Net charge   +2
Multiplicity   1

Structure (XYZ):
```
84
Properties=species:S:1:pos:R:3:mulliken_charge:R:1
C 1.50345 3.47341 1.69717 -0.22
H 2.08491 1.25949 4.81532 0.57
H 5.62058 1.24306 -0.50594 0.49
H 3.50491 2.84912 -3.86126 0.49
C 3.50337 2.40094 -2.87562 -0.75
C 0.14274 -1.06405 -3.99201 -0.95
H -3.99171 -0.57724 -2.11986 0.27
C 2.14164 3.25041 4.00592 -0.74
H 1.03341 -1.15182 -4.59816 0.58
C 1.22120 2.11057 1.63398 0.09
N 0.22014 -3.17485 1.96836 -0.10
O 1.59881 -1.91320 -0.12251 -0.28
H 4.84333 -2.10196 -1.53151 0.53
C 4.68898 1.49853 -0.99619 -0.62
C 2.27277 1.66382 -0.92975 0.79
C -2.64833 0.48086 1.81700 -1.10
C -2.74634 -3.41925 1.23850 -0.34
N -1.88254 -3.00077 0.09686 -0.01
H -0.45805 -4.11203 3.75770 0.51
C -2.42926 3.89655 -0.30044 -0.88
N -0.82785 -0.98358 -1.78801 0.86
H -1.86163 0.42546 2.55074 0.67
H 2.49219 3.69743 4.92720 0.45
H -3.13099 -2.51211 1.70899 0.18
H 1.18852 -1.20176 -2.14523 0.22
O 2.08001 -0.96928 2.79831 -0.67
S 3.13024 -1.95472 0.05206 0.77
H -1.21262 -2.57792 3.36317 0.25
C 1.43410 1.32311 2.77308 0.16
C -2.12060 2.85781 -2.43981 -1.27
H 1.38417 2.54328 -2.68659 0.43
C -2.02029 -0.80408 -2.34438 0.39
C -1.12525 -0.92743 -4.56008 -0.70
H -3.68110 4.26924 -2.00417 0.45
H -1.44780 -3.83041 -0.30081 0.29
C 3.45989 -3.62138 0.55023 -1.18
C 3.48662 1.31018 -0.33116 -1.09
C -0.59496 2.35380 -0.62410 0.80
H -5.75544 1.65885 1.30613 0.47
H -2.97370 4.57217 0.34736 0.48
C 3.75783 -2.01215 -1.60006 -1.04
C -1.32102 3.21840 0.19337 -0.86
H 5.63825 2.20015 -2.79311 0.44
C 0.23271 -1.09217 -2.62731 -0.53
C 1.19667 -0.14818 2.65969 0.52
C -3.32530 -0.03852 -0.31005 0.13
C -1.98474 -4.25111 2.25162 -0.97
H 0.59734 -4.03421 1.57937 0.28
H -2.48559 -2.64075 -0.63832 0.22
N -2.38284 -0.11297 0.62387 1.89
C 1.90486 1.88576 3.95034 -0.51
H -1.59482 -5.15243 1.76211 0.28
C -2.82858 3.72475 -1.61740 -0.88
C -4.55141 0.59264 -0.09474 -1.18
H -0.49987 1.48586 -2.59895 0.47
C 2.29515 2.21615 -2.20786 -0.46
H -5.28319 0.62832 -0.89212 0.47
H 4.51165 -3.82958 0.34933 0.54
H 2.15409 5.10387 2.92303 0.47
H -3.60219 -3.98274 0.86940 0.47
H -1.25572 -0.91133 -5.63497 0.46
Sc -0.26027 -1.28895 0.55450 -1.15
N -3.15792 -0.65368 -1.55797 0.13
H -3.20580 -0.66069 -4.13571 0.48
H 1.38684 4.09231 0.81404 0.55
C -3.82753 1.11400 2.11088 -1.19
C 1.94636 4.04246 2.88063 -0.89
P 0.75423 1.32305 0.04683 2.99
H -1.02576 3.37085 1.22384 0.45
C -2.20926 -0.79459 -3.73225 -0.96
C 4.70021 2.03962 -2.27657 -0.69
H 3.50125 0.91932 0.68082 0.42
C -4.80830 1.16655 1.12544 -0.75
H -3.97312 1.55455 3.08708 0.56
H -2.68843 -4.60182 3.00735 0.43
H 3.32275 -2.86236 -2.12745 0.40
H 2.81478 -4.28329 -0.02931 0.32
H 3.50724 -1.06222 -2.07084 0.15
H 3.27028 -3.69767 1.61980 0.34
H 0.99084 -2.72184 2.46323 0.17
C -0.85044 -3.51436 2.93625 -0.51
H -2.41899 2.72227 -3.47267 0.50
O -0.04745 -0.46314 2.29812 0.12
C -1.02231 2.16962 -1.94378 -0.41
```

=====

Computed relative energy (zero: lowest compared OMol25 entry of this formula, charge and spin), in the same sequence as the records: 0.00; 0.00 kcal per mole.
Computed Kohn-Sham gap, in the same sequence as the records: 6.91; 8.56 eV.